<P>
Below is 2 unconnected molecules or ions with the total composition C3H10N4, with properties calculated with ωB97M-V/def2-TZVPD.

SMILES string: N=C(N)N.C=CN
frontier orbital gap: 0.3569 Ha
HOMO: -0.3245 hartree

Structure (XYZ):
```
17
C3H10N4 | the Open Molecules 2025 dataset | ωB97M-V/def2-TZVPD
N -0.978 -2.807 -0.590
N 1.127 -2.382 0.265
N -0.755 1.342 0.253
N 0.288 -1.016 -1.463
C 0.379 1.925 0.845
C 0.503 3.191 1.218
C 0.211 -2.098 -0.573
H -1.491 1.984 -0.002
H -0.225 3.957 0.982
H -1.146 0.594 0.811
H -0.912 -3.699 -0.123
H -1.404 -2.890 -1.501
H 1.923 -1.773 0.104
H 0.427 -0.158 -0.944
H 1.219 1.252 0.970
H -0.535 -0.910 -2.039
H 1.372 3.488 1.788
```

***

<Q>
Below is 2 unconnected molecules or ions with the total composition C3H10N4, with properties calculated with ωB97M-V/def2-TZVPD.

SMILES string: [H]/N=N/NN.C=CC
frontier orbital gap: 0.3075 Ha
HOMO: -0.2975 hartree

Structure (XYZ):
```
17
C3H10N4 | the Open Molecules 2025 dataset | ωB97M-V/def2-TZVPD
N 1.223 -1.891 0.120
N 1.710 -1.879 -1.036
N -0.635 -1.562 1.418
N -0.103 -1.676 0.161
C -0.787 0.935 -0.563
C -1.378 1.165 0.652
C 0.571 1.502 -0.887
H -2.448 1.093 0.777
H -0.472 -0.743 -0.489
H -0.827 1.624 1.462
H 1.182 1.590 0.012
H 2.718 -2.037 -0.938
H 0.111 -1.709 2.101
H -1.007 -0.572 1.546
H -1.448 0.838 -1.421
H 1.106 0.835 -1.566
H 0.485 2.487 -1.348
```

***

<R>
Below is C3H10N4 in the gas phase, with properties calculated with ωB97M-V/def2-TZVPD.

frontier orbital gap: 0.2871 Ha
HOMO: -0.2601 hartree

Structure (XYZ):
```
17
C3H10N4 | the Open Molecules 2025 dataset | ωB97M-V/def2-TZVPD
N -0.117 0.989 1.639
N 0.655 0.834 -0.565
N -0.327 -1.467 0.047
N 2.004 0.196 1.270
C 0.830 0.603 0.751
C -1.781 -0.049 -1.302
C -0.390 -0.584 -1.014
H -2.363 -0.832 -1.791
H -0.947 1.335 1.176
H 0.454 -2.109 -0.101
H -0.360 0.266 2.305
H 2.650 -0.278 0.660
H 0.103 -0.872 -1.959
H -2.289 0.212 -0.369
H -1.747 0.824 -1.958
H 1.538 0.782 -1.064
H 2.086 0.148 2.275
```

***

Which is the most stable structure? <P> is the most stable.